The following is a DFT calculation (wB97M-V/def2-TZVPD) of an isolated molecule of C4H7ClS in a non-equilibrium geometry.

Geometry as XYZ:
```
13
Properties=species:S:1:pos:R:3:lowdin_charge:R:1
C 0.354 -0.150 1.753 -0.588
C 0.409 -1.527 0.972 -0.259
C -0.491 -1.635 -0.264 -0.285
C -0.321 -0.475 -1.245 -0.670
H 0.857 -0.377 2.684 0.052
H -0.671 0.037 2.028 0.073
H 1.465 -1.642 0.657 0.105
H 0.144 -2.328 1.767 0.140
H -0.044 -2.573 -0.680 0.118
H -1.533 -1.945 -0.141 0.104
H 0.727 -0.497 -1.537 0.041
S -1.350 0.708 -1.828 0.615
Cl 1.232 1.219 1.010 0.552
```

Properties
Charge = 0
Structure (SMILES) = S=CCCCCl
HOMO energy = -8.73 eV
Orbital gap = 8.42 eV

***

The following is a DFT calculation (wB97M-V/def2-TZVPD) of a structure of composition C27H27CsF18N6O3PS in a non-equilibrium geometry.

Geometry as XYZ:
```
84
Properties=species:S:1:pos:R:3:mulliken_spin:R:1
Cs 0.016 0.335 -1.278 0.001
C 2.950 5.960 2.516 -0.015
C 1.933 4.912 2.158 0.164
C 0.627 5.243 1.816 -0.080
C -0.272 4.255 1.489 0.168
C 0.081 2.881 1.453 0.076
N -0.847 1.980 1.069 0.596
C -2.207 2.260 1.280 -0.076
C -2.605 2.245 2.625 0.053
C -3.926 2.377 2.999 -0.005
C -4.914 2.546 2.036 0.013
C -6.368 2.662 2.413 0.000
C -4.517 2.589 0.708 -0.007
C -3.191 2.453 0.299 0.016
C -2.761 2.609 -1.191 -0.004
O -1.457 2.515 -1.358 0.057
C -3.251 4.012 -1.696 0.003
F -4.601 4.140 -1.835 0.000
F -2.878 4.977 -0.827 0.000
F -2.727 4.341 -2.877 0.001
C -3.472 1.512 -2.058 0.005
F -4.807 1.378 -1.860 0.000
F -2.928 0.311 -1.789 0.000
F -3.304 1.727 -3.370 0.001
C 1.433 2.542 1.792 0.048
C 2.295 3.564 2.147 -0.082
C 1.899 1.055 1.825 0.042
O 1.329 0.272 0.942 -0.013
C 1.611 0.561 3.291 0.005
F 2.092 1.360 4.274 0.001
F 0.290 0.465 3.499 0.001
F 2.125 -0.667 3.528 0.001
C 3.465 0.971 1.608 0.008
F 3.836 1.700 0.537 0.000
F 3.852 -0.288 1.352 0.000
F 4.255 1.378 2.642 0.000
H 2.492 6.948 2.585 0.000
H 3.743 6.007 1.766 0.012
H 3.422 5.733 3.475 0.009
H 0.317 6.282 1.796 -0.002
H -1.279 4.518 1.192 0.009
H -1.832 2.097 3.370 -0.005
H -4.190 2.349 4.052 0.001
H -6.478 3.071 3.419 0.000
H -6.859 1.685 2.395 0.001
H -6.903 3.311 1.718 0.000
H -5.277 2.755 -0.043 0.001
H 3.308 3.329 2.439 -0.004
C 1.016 -5.178 -3.809 0.000
C 0.059 -5.493 -2.728 0.000
N -0.322 -6.682 -2.376 0.000
N -1.211 -6.453 -1.358 0.000
C -1.397 -5.157 -1.062 0.000
S -2.381 -4.536 0.141 0.000
N -0.587 -4.534 -1.975 0.000
N -0.412 -3.160 -2.013 0.000
H 1.430 -6.115 -4.177 0.000
H 1.811 -4.547 -3.417 0.000
H 0.517 -4.656 -4.622 0.000
H -1.646 -7.211 -0.870 0.000
H 0.542 -2.951 -1.732 0.000
H -0.550 -2.830 -2.964 0.000
F -0.518 -2.043 -4.750 0.000
P 0.712 -1.252 -5.495 0.000
F 1.223 -2.662 -6.107 0.000
F 1.926 -0.483 -6.227 0.000
F 0.190 0.129 -4.843 0.000
F 1.653 -1.493 -4.181 0.000
F -0.231 -1.029 -6.782 0.000
C 3.477 -3.316 2.178 0.000
N 2.571 -3.603 1.081 0.000
C 1.158 -3.560 1.427 0.000
C 2.970 -3.775 -0.195 0.000
C 4.435 -3.565 -0.517 0.000
O 2.188 -4.101 -1.088 0.000
H 3.124 -3.855 3.060 0.000
H 3.498 -2.254 2.408 0.000
H 4.483 -3.661 1.954 0.000
H 0.898 -4.406 2.068 0.000
H 0.537 -3.610 0.540 0.000
H 0.947 -2.620 1.940 0.000
H 5.039 -4.393 -0.140 0.000
H 4.807 -2.634 -0.092 0.000
H 4.523 -3.530 -1.599 0.000
```

Properties
Charge = -2
<S²> = 0.79
Multiplicity = 2
HOMO energy (spin up / spin down) = -3.03 / -3.27 eV
Orbital gap (spin up / spin down) = 6.92 / 6.79 eV

***

The following is a DFT calculation (wB97M-V/def2-TZVPD) of a structure of composition C6H24AgN12O6 in a non-equilibrium geometry.

Geometry as XYZ:
```
49
Properties=species:S:1:pos:R:3:lowdin_charge:R:1
Ag -0.893 -0.233 -0.371 0.792
C 0.632 -2.752 -2.334 -0.579
O 0.382 -1.561 -2.166 -0.043
N 0.565 -3.341 -3.658 0.146
N 1.068 -3.483 -1.272 0.163
H 0.120 -2.741 -4.341 0.091
H 0.468 -4.325 -3.785 0.077
H 1.281 -4.510 -1.302 0.135
H 0.682 -3.202 -0.385 0.046
C 0.069 -2.567 1.974 -0.619
O -0.470 -2.254 0.870 -0.091
N 1.359 -2.204 2.104 0.159
N -0.531 -3.135 3.087 0.173
H 1.836 -2.305 3.005 0.113
H 1.849 -1.637 1.354 0.102
H 0.124 -3.613 3.725 0.123
H -1.478 -3.313 3.065 0.078
C -0.601 1.906 -2.697 -0.635
O -0.361 1.769 -1.509 -0.037
N -0.442 0.946 -3.580 0.180
N -1.292 3.073 -3.187 0.152
H 0.002 0.049 -3.335 0.087
H -0.617 1.167 -4.553 0.117
H -1.109 3.327 -4.107 0.057
H -1.367 3.798 -2.485 0.095
C 0.165 0.943 2.634 -0.649
O -0.045 1.411 1.513 -0.051
N 1.307 1.242 3.388 0.171
N -0.840 0.383 3.323 0.165
H 1.556 0.835 4.262 0.087
H 1.988 1.897 3.062 0.092
H -1.676 0.177 2.748 0.118
H -0.541 -0.227 4.117 0.126
C 2.904 0.823 -0.006 -0.588
O 2.091 -0.053 0.257 -0.024
N 2.497 2.181 0.050 0.153
N 4.230 0.565 -0.392 0.143
H 1.493 2.230 0.184 0.055
H 3.079 2.972 -0.186 0.098
H 4.479 -0.424 -0.237 0.109
H 5.044 1.136 -0.275 0.087
C -3.401 1.390 0.207 -0.689
O -3.014 0.236 0.297 -0.047
N -2.908 2.438 0.833 0.190
N -4.436 1.699 -0.668 0.159
H -3.381 3.314 0.766 0.106
H -1.967 2.424 1.273 0.111
H -5.144 0.945 -0.769 0.134
H -4.757 2.604 -0.497 0.062
```

Properties
Charge = +1
HOMO energy = -11.15 eV
Orbital gap = 9.29 eV

***

The following is a DFT calculation (wB97M-V/def2-TZVPD) of a cluster of 2 separate species, C21H34NO4 in total in a non-equilibrium geometry.

Geometry as XYZ:
```
60
Properties=species:S:1:pos:R:3:lowdin_charge:R:1
C -0.136 -0.383 2.190 0.002
C -0.502 0.465 0.893 -0.436
O -0.767 -0.188 -0.150 0.033
O -0.509 1.873 0.796 -0.059
C -1.293 2.498 1.848 -0.179
C -2.822 2.061 1.722 -0.187
C -3.857 2.973 2.538 -0.182
C -5.218 3.307 1.706 -0.129
C -6.173 2.037 1.835 -0.101
C -5.835 0.777 1.261 0.055
C -6.801 -0.478 1.453 -0.312
O -6.290 -1.602 1.619 0.045
C -8.360 -0.162 1.462 0.018
C -8.728 1.080 2.043 0.026
C -7.582 2.058 2.609 -0.263
O -7.834 2.800 3.576 0.060
H -0.551 0.139 3.109 0.078
H 1.000 -0.535 2.281 0.090
H -0.646 -1.404 2.068 0.111
H -1.256 3.631 1.694 0.143
H -0.920 2.212 2.894 0.128
H -3.137 2.114 0.617 0.122
H -3.020 0.967 2.031 0.120
H -4.226 2.391 3.461 0.125
H -3.332 3.916 2.904 0.111
H -5.682 4.207 2.223 0.117
H -4.951 3.576 0.630 0.122
H -4.888 0.611 0.656 0.118
H -9.087 -0.903 1.011 0.121
H -9.825 1.357 2.078 0.121
C 6.543 -1.242 -3.921 -0.096
C 6.356 -0.317 -2.720 -0.216
C 5.714 -0.954 -1.487 -0.119
N 4.176 -1.049 -1.472 -0.242
C 3.820 -1.700 -0.124 -0.095
C 2.352 -2.075 -0.018 -0.177
C 1.930 -2.980 -1.162 -0.178
C 2.219 -2.311 -2.491 -0.158
C 3.680 -1.906 -2.628 -0.103
C 3.581 0.343 -1.536 0.042
H 5.623 -1.389 -4.486 0.059
H 7.264 -0.803 -4.615 0.085
H 6.923 -2.220 -3.617 0.085
H 5.850 0.600 -3.027 0.107
H 7.362 -0.008 -2.414 0.124
H 5.978 -0.360 -0.607 0.133
H 6.100 -1.966 -1.336 0.134
H 4.438 -2.597 -0.031 0.140
H 4.102 -0.995 0.662 0.137
H 2.182 -2.591 0.932 0.131
H 1.721 -1.181 0.004 0.086
H 0.865 -3.212 -1.082 0.128
H 2.470 -3.932 -1.099 0.126
H 1.572 -1.436 -2.614 0.124
H 1.964 -2.996 -3.305 0.133
H 3.798 -1.325 -3.541 0.123
H 4.317 -2.794 -2.667 0.146
H 3.804 0.779 -2.509 0.105
H 4.019 0.941 -0.736 0.119
H 2.502 0.282 -1.411 0.100
```

Properties
Charge = +1
HOMO energy = -11.37 eV
Orbital gap = 8.89 eV

***

The following is a DFT calculation (wB97M-V/def2-TZVPD) of a structure of composition C31H31N5OS4Tc in a non-equilibrium geometry.

Geometry as XYZ:
```
73
Properties=species:S:1:pos:R:3:mulliken_spin:R:1
Tc -0.445 -0.918 -0.748 1.686
S 1.917 -0.982 -1.296 0.515
C 1.932 -1.859 -2.806 -0.042
C 3.092 -2.520 -3.214 0.044
C 3.091 -3.270 -4.374 -0.028
C 1.945 -3.357 -5.156 0.061
C 0.797 -2.673 -4.786 -0.023
C 0.789 -1.940 -3.613 0.064
S -0.618 -0.938 -3.161 0.008
C -2.018 -2.123 -3.187 0.042
C -2.957 -1.889 -2.043 -0.020
C -4.287 -2.254 -2.199 -0.003
C -5.143 -2.198 -1.112 0.010
C -4.630 -1.785 0.107 0.006
C -3.303 -1.385 0.190 0.033
C -2.761 -0.940 1.513 0.001
S -0.934 -1.146 1.669 0.015
C -0.904 -2.914 1.987 0.069
C -1.142 -3.355 3.278 -0.019
C -1.147 -4.714 3.554 0.085
C -0.914 -5.630 2.537 -0.039
C -0.644 -5.192 1.256 0.083
C -0.614 -3.825 0.969 -0.022
S -0.093 -3.301 -0.600 0.451
N -2.481 -1.412 -0.876 0.005
H 3.978 -2.444 -2.603 -0.003
H 3.986 -3.791 -4.674 0.000
H 1.945 -3.944 -6.062 0.002
H -0.087 -2.710 -5.403 0.002
H -2.542 -2.032 -4.137 0.001
H -1.581 -3.121 -3.102 -0.016
H -4.635 -2.608 -3.156 0.000
H -6.176 -2.496 -1.208 0.000
H -5.250 -1.768 0.989 0.001
H -2.938 0.123 1.692 -0.002
H -3.235 -1.494 2.323 -0.001
H -1.301 -2.633 4.063 0.001
H -1.331 -5.055 4.561 0.003
H -0.924 -6.688 2.749 -0.001
H -0.447 -5.896 0.461 0.000
N 1.076 0.695 0.976 0.018
C 1.665 1.639 1.295 0.009
N 2.263 2.733 1.626 0.000
C 1.742 3.522 2.732 0.000
C 2.482 3.163 4.022 0.000
C 3.987 3.350 3.843 0.000
C 4.482 2.551 2.638 0.000
C 3.686 2.911 1.381 -0.002
H 0.670 3.332 2.830 0.000
H 1.892 4.578 2.481 0.000
H 2.267 2.121 4.273 0.000
H 2.112 3.791 4.831 0.000
H 4.505 3.014 4.740 0.000
H 4.215 4.408 3.709 0.000
H 4.367 1.482 2.834 0.000
H 5.537 2.753 2.457 0.000
H 3.985 2.283 0.540 0.000
H 3.841 3.961 1.111 0.001
N -1.423 6.261 -0.290 0.000
C -0.466 5.501 -0.851 0.001
O 0.602 5.936 -1.218 0.001
C -0.726 4.014 -0.944 0.002
C -1.784 3.312 -0.379 -0.002
C -1.776 1.928 -0.433 0.017
N -0.800 1.214 -0.990 -0.001
C 0.174 1.892 -1.605 0.017
C 0.248 3.266 -1.603 -0.018
H -1.254 7.253 -0.253 0.000
H -2.339 5.932 -0.046 0.000
H -2.608 3.804 0.114 0.000
H -2.607 1.376 -0.014 -0.002
H 0.941 1.314 -2.100 -0.007
H 1.062 3.783 -2.088 0.000
```

Properties
Charge = +2
<S²> = 3.78
Multiplicity = 4
HOMO energy (spin up / spin down) = -13.49 / -13.35 eV
Orbital gap (spin up / spin down) = 8.13 / 5.32 eV

***

The following is a DFT calculation (wB97M-V/def2-TZVPD) of a structure of composition C21H20N5O3Tl.

Geometry as XYZ:
```
50
Properties=species:S:1:pos:R:3:lowdin_charge:R:1
Tl -2.196 0.170 1.682 1.142
C -3.391 2.054 1.500 -0.315
C -3.897 2.161 2.881 -0.177
C -5.137 1.611 2.923 -0.106
C -5.510 1.178 1.593 -0.100
C -4.501 1.463 0.729 -0.164
H -2.757 2.829 1.079 0.085
H -3.352 2.607 3.702 0.097
H -5.750 1.495 3.807 0.103
H -6.438 0.683 1.340 0.105
H -4.475 1.266 -0.334 0.107
N -0.420 0.257 3.476 -0.026
C -1.144 -0.338 4.623 -0.161
C -1.942 -1.578 4.208 -0.563
O -1.934 -2.557 4.949 0.033
N -2.614 -1.433 3.062 -0.070
C -3.285 -2.561 2.445 -0.127
C -3.207 -2.548 0.919 -0.628
O -3.538 -3.553 0.324 0.052
O -2.714 -1.480 0.338 -0.163
H 0.364 -0.333 3.218 0.093
H -0.043 1.167 3.713 0.089
H -1.845 0.409 5.001 0.117
H -0.481 -0.637 5.431 0.117
H -4.349 -2.574 2.693 0.133
H -2.861 -3.502 2.792 0.128
N 3.482 1.189 -3.194 0.166
C 4.496 0.704 -3.998 -0.189
C 5.393 1.327 -4.865 -0.022
C 6.288 0.504 -5.517 -0.090
C 6.292 -0.889 -5.314 -0.088
C 5.399 -1.493 -4.455 -0.011
C 4.484 -0.676 -3.787 -0.220
N 3.491 -1.017 -2.882 0.186
C 2.923 0.109 -2.561 -0.279
C 1.801 0.208 -1.613 -0.115
C 1.247 1.422 -1.220 0.004
C 0.200 1.422 -0.320 -0.108
N -0.306 0.300 0.190 -0.019
C 0.209 -0.874 -0.201 -0.086
C 1.262 -0.960 -1.087 0.028
H 3.200 2.149 -3.115 0.150
H 5.390 2.398 -5.022 0.108
H 7.006 0.939 -6.202 0.102
H 7.013 -1.494 -5.848 0.101
H 5.395 -2.564 -4.295 0.114
H 1.612 2.369 -1.595 0.110
H -0.254 2.351 0.006 0.115
H -0.270 -1.763 0.191 0.120
H 1.663 -1.918 -1.389 0.123
```

Properties
Charge = 0
HOMO energy = -8.36 eV
Orbital gap = 7.43 eV

***

The following is a DFT calculation (wB97M-V/def2-TZVPD) of an isolated molecule of C4H7NO2.

Geometry as XYZ:
```
14
Properties=species:S:1:pos:R:3:lowdin_charge:R:1
O -1.067 -1.623 0.816 0.005
C -0.801 -0.634 -0.125 -0.342
C -0.993 0.854 0.150 -0.138
N 0.052 1.068 -0.884 0.005
C 0.643 -0.253 -0.551 -0.231
C 1.787 -0.058 0.434 -0.187
O 1.941 0.962 1.067 0.049
H -1.936 -1.982 0.595 0.101
H -1.299 -0.840 -1.081 0.151
H -0.651 1.116 1.160 0.119
H -1.974 1.296 -0.047 0.110
H 0.685 1.816 -0.610 0.098
H 1.031 -0.895 -1.355 0.138
H 2.582 -0.829 0.430 0.123
```

Properties
Charge = 0
Structure (SMILES) = O=C[C@@H]1NC[C@@H]1O
HOMO energy = -9.50 eV
Orbital gap = 10.04 eV

***

The following is a DFT calculation (wB97M-V/def2-TZVPD) of the ion C2H2ClFNO2 with charge -1 in a non-equilibrium geometry.

Geometry as XYZ:
```
9
Properties=species:S:1:pos:R:3:lowdin_charge:R:1
C 0.019 0.592 -1.708 -0.791
C -0.013 0.059 0.802 -0.775
N -0.258 -0.376 -0.532 0.002
O -0.117 0.050 -2.763 -0.001
O 0.343 1.704 -1.282 -0.070
F 0.934 -0.703 1.471 -0.091
Cl -1.495 0.042 1.849 0.499
H 0.313 1.209 0.590 0.141
H -1.081 -0.909 -0.782 0.086
```

Properties
Charge = -1
Structure (SMILES) = O=C([O-])N[C@H](F)Cl
HOMO energy = -5.01 eV
Orbital gap = 8.58 eV